Density functional theory data (the ωB97M-V functional and the def2-TZVPD basis) for one molecule with the formula C19H18BrFN4O4S in a non-equilibrium geometry.

Last column: natural (NBO) charge in e.
Element x y z (Å)
O (-4.497, 1.890, 2.807)  -0.614
O (-8.431, -1.666, 0.757)  -0.580
F (7.932, -1.786, -2.233)  -0.307
Br (5.383, 1.852, 2.122)  0.125
N (-1.739, 0.473, -0.662)  -0.527
N (-4.198, 0.327, -0.826)  -0.497
O (-6.382, -2.574, 1.169)  -0.626
O (4.024, 0.749, -0.453)  -0.544
S (-1.517, 1.172, 1.846)  0.426
C (-4.334, 1.533, 1.641)  0.641
C (-7.293, -1.993, 0.396)  0.749
C (-0.853, 0.787, 0.306)  0.273
C (-5.406, 0.649, -0.371)  0.454
C (-3.015, 0.693, -0.166)  0.341
C (-3.042, 1.162, 1.063)  -0.409
C (7.911, -0.758, -0.123)  -0.284
C (7.400, 0.069, 0.891)  -0.196
C (5.899, -0.394, -1.374)  -0.320
C (7.205, -1.090, -1.313)  0.420
C (6.111, 0.781, 0.779)  -0.166
C (5.389, 0.421, -0.381)  0.272
N (-5.455, 1.482, 0.784)  -0.602
N (0.504, 0.830, 0.076)  -0.422
C (-6.864, -1.515, -0.931)  -0.494
C (-6.622, 0.104, -1.137)  -0.427
C (1.110, 0.576, -1.232)  -0.220
C (1.495, 1.167, 1.128)  -0.226
C (2.056, -0.631, -1.179)  -0.422
C (2.562, 0.038, 1.316)  -0.427
C (3.174, -0.359, -0.103)  0.110
H (-5.643, -2.672, 0.511)  0.488
H (8.993, -1.070, -0.053)  0.233
H (8.078, 0.194, 1.720)  0.231
H (5.381, -0.683, -2.239)  0.233
H (-6.316, 1.600, 1.282)  0.423
H (-7.604, -1.766, -1.696)  0.256
H (-5.885, -1.984, -1.119)  0.197
H (-6.392, 0.265, -2.279)  0.257
H (-7.501, 0.705, -0.903)  0.234
H (1.772, 1.402, -1.479)  0.204
H (0.285, 0.476, -1.940)  0.252
H (1.145, 1.469, 2.153)  0.229
H (2.075, 2.023, 0.721)  0.205
H (2.485, -0.715, -2.171)  0.215
H (1.599, -1.541, -0.969)  0.216
H (1.967, -0.739, 1.832)  0.206
H (3.298, 0.328, 1.974)  0.222
H (3.755, -1.280, 0.057)  0.198

The HOMO energy comes out at -8.13 eV. Its energy is -117739.046 eV. As for the energy relative to the best compared isomer or geometry (same formula, charge and spin): 0.000 eV. The value obtained for the LUMO energy is 0.011 hartree. Its structure (SMILES) is O=C(O)CCc1nc2nc(N3CCC(Oc4cc(F)ccc4Br)CC3)sc2c(=O)[nH]1.

Density functional theory data (the ωB97M-V functional and the def2-TZVPD basis) for C19H18BrN4OPdS as an isolated structure.

Last column: natural (NBO) charge in e.
Element x y z (Å)
Pd (0.710, 0.579, -0.613)  0.344
Br (-0.675, -6.594, -1.422)  -0.016
C (0.183, -4.895, -1.321)  -0.175
C (1.029, -4.480, -2.361)  -0.212
C (1.646, -3.263, -2.298)  -0.299
C (1.463, -2.345, -1.199)  0.421
O (2.030, -1.213, -1.207)  -0.726
C (0.623, -2.833, -0.136)  -0.197
C (0.423, -2.121, 1.090)  0.147
N (0.914, -0.976, 1.397)  -0.479
C (0.772, -0.555, 2.721)  0.155
C (0.972, -1.385, 3.799)  -0.266
C (0.866, -0.906, 5.125)  -0.198
C (0.575, 0.400, 5.382)  -0.230
C (0.380, 1.295, 4.297)  -0.106
C (0.076, 2.667, 4.470)  -0.148
C (-0.102, 3.463, 3.379)  -0.267
C (0.030, 2.888, 2.090)  0.057
N (0.305, 1.629, 1.902)  -0.408
C (0.482, 0.825, 2.975)  0.197
C (-0.004, -4.089, -0.234)  -0.183
H (1.192, -5.131, -3.212)  0.211
H (2.304, -2.944, -3.096)  0.209
H (-0.203, -2.642, 1.830)  0.145
H (1.246, -2.417, 3.619)  0.213
H (1.027, -1.594, 5.946)  0.204
H (0.494, 0.768, 6.398)  0.201
H (-0.012, 3.068, 5.474)  0.202
H (-0.334, 4.515, 3.480)  0.210
H (-0.092, 3.480, 1.187)  0.215
H (-0.638, -4.419, 0.581)  0.207
C (0.753, -0.346, -4.222)  -0.429
N (-0.084, 0.549, -3.444)  -0.648
C (0.540, 1.409, -2.499)  0.142
S (-0.476, 2.383, -1.483)  -0.330
N (1.788, 1.881, -2.993)  -0.662
C (2.502, 2.858, -2.194)  -0.408
H (0.107, -1.050, -4.746)  0.197
H (1.465, -0.912, -3.610)  0.195
H (1.302, 0.216, -4.980)  0.186
H (-0.842, 0.069, -2.980)  0.382
H (2.381, 1.085, -3.192)  0.372
H (1.924, 3.779, -2.140)  0.206
H (3.456, 3.070, -2.681)  0.180
H (2.687, 2.525, -1.166)  0.190

The HOMO energy comes out at -3.72 eV. Its energy is -112362.681 eV. As for the energy relative to the best compared isomer or geometry (same formula, charge and spin): 0.024 eV. The value obtained for the LUMO energy is 0.095 hartree. As for the total charge: -1.

Density functional theory data (the ωB97M-V functional and the def2-TZVPD basis) for one molecule with the formula C19H18Cl3NO5S in a non-equilibrium geometry.

Last column: natural (NBO) charge in e.
Element x y z (Å)
O (-4.430, 5.068, -3.405)  -0.573
Cl (6.907, 0.000, 5.131)  -0.003
Cl (7.527, -1.174, 2.333)  0.074
Cl (5.385, -1.216, -0.009)  0.039
N (-2.857, 1.889, -2.630)  -0.419
O (-2.410, 4.751, -2.358)  -0.682
O (2.572, -0.833, 1.166)  -0.480
O (-2.245, -0.894, -0.921)  -0.559
O (-1.534, -3.063, 0.651)  -0.723
S (-5.051, 0.493, -2.774)  0.408
C (-3.615, 4.322, -2.903)  0.772
C (-3.340, 0.704, -2.562)  0.047
C (-5.097, 2.260, -3.159)  -0.330
C (-3.860, 2.836, -2.938)  -0.034
C (4.353, 0.188, 4.161)  -0.179
C (3.297, -0.088, 3.291)  -0.301
C (5.631, -0.271, 3.902)  -0.062
C (5.905, -0.810, 2.659)  -0.084
C (4.894, -0.856, 1.636)  -0.093
C (3.585, -0.575, 2.003)  0.304
C (1.283, -0.992, 1.757)  -0.070
C (-0.839, -0.261, -2.800)  -0.451
C (-1.905, -0.967, 1.159)  -0.420
C (0.126, -1.122, -1.920)  -0.381
C (-1.434, -0.226, -0.056)  0.061
C (0.452, -1.641, 0.678)  -0.233
C (-2.279, -0.471, -2.312)  0.090
C (-0.893, -2.019, 1.360)  0.069
C (0.019, -0.570, -0.404)  -0.224
H (-2.236, 5.693, -2.665)  0.505
H (-1.830, -2.597, -0.130)  0.470
H (-5.998, 2.858, -3.428)  0.269
H (4.268, 0.732, 5.158)  0.238
H (2.342, 0.206, 3.645)  0.234
H (1.336, -1.621, 2.576)  0.185
H (0.743, -0.132, 2.051)  0.171
H (-0.680, -0.393, -3.859)  0.230
H (-0.593, 0.785, -2.668)  0.229
H (-3.084, -1.239, 1.038)  0.261
H (-1.799, -0.293, 2.041)  0.197
H (-0.202, -2.111, -1.936)  0.201
H (1.181, -1.185, -2.253)  0.229
H (-1.612, 0.817, 0.050)  0.188
H (1.074, -2.476, 0.232)  0.240
H (-2.779, -1.400, -2.765)  0.197
H (-0.841, -2.393, 2.403)  0.186
H (0.565, 0.286, -0.227)  0.208

The HOMO energy comes out at -8.94 eV. Its energy is -80122.417 eV. As for the energy relative to the best compared isomer or geometry (same formula, charge and spin): 2.614 eV. The value obtained for the LUMO energy is -0.002 hartree. Its structure (SMILES) is O=C(O)c1csc([C@H]2CC[C@@H]3[C@@H](COc4ccc(Cl)c(Cl)c4Cl)[C@H](O)C[C@@H]3O2)n1.

Density functional theory data (the ωB97M-V functional and the def2-TZVPD basis) for one molecule with the formula C19H18ClN5OS in a non-equilibrium geometry.

Last column: natural (NBO) charge in e.
Element x y z (Å)
C (-3.931, -2.640, 0.530)  -0.614
H (-4.627, -1.991, 1.057)  0.209
H (-3.429, -3.278, 1.253)  0.220
H (-4.490, -3.267, -0.158)  0.222
C (-2.907, -1.817, -0.246)  -0.224
N (-2.149, -0.966, 0.635)  -0.358
C (-1.077, -1.318, 1.401)  0.186
N (-0.664, -0.292, 2.105)  -0.374
N (-1.455, 0.749, 1.804)  -0.276
C (-2.343, 0.353, 0.939)  0.290
C (-3.398, 1.213, 0.332)  -0.113
O (-3.350, 1.227, -1.080)  -0.499
C (-2.282, 1.816, -1.702)  0.276
C (-2.309, 1.776, -3.096)  -0.199
C (-1.288, 2.336, -3.834)  -0.225
C (-0.225, 2.939, -3.178)  -0.067
C (-0.187, 2.983, -1.796)  -0.193
C (-1.214, 2.424, -1.054)  -0.300
H (-1.159, 2.466, 0.022)  0.242
H (0.644, 3.452, -1.294)  0.229
Cl (1.062, 3.639, -4.097)  0.005
H (-1.313, 2.305, -4.912)  0.229
H (-3.147, 1.302, -3.583)  0.219
H (-4.392, 0.819, 0.571)  0.213
H (-3.306, 2.222, 0.751)  0.218
S (-0.400, -2.913, 1.381)  0.276
C (1.029, -2.663, 2.509)  -0.539
C (2.112, -1.883, 1.875)  0.353
N (3.179, -2.397, 1.328)  -0.457
C (3.904, -1.329, 0.868)  0.066
C (5.126, -1.285, 0.204)  -0.198
C (5.617, -0.047, -0.150)  -0.232
C (4.924, 1.131, 0.141)  -0.213
C (3.712, 1.114, 0.801)  -0.261
C (3.212, -0.127, 1.162)  0.167
N (2.075, -0.519, 1.815)  -0.558
H (1.289, 0.039, 2.128)  0.452
H (3.175, 2.022, 1.029)  0.213
H (5.349, 2.077, -0.159)  0.212
H (6.562, 0.022, -0.667)  0.211
H (5.659, -2.195, -0.021)  0.221
H (0.637, -2.165, 3.393)  0.253
H (1.376, -3.669, 2.737)  0.265
H (-3.400, -1.181, -0.985)  0.234
H (-2.203, -2.482, -0.756)  0.221

The HOMO energy comes out at -8.26 eV. Its energy is -52851.524 eV. As for the energy relative to the best compared isomer or geometry (same formula, charge and spin): 0.000 eV. The value obtained for the LUMO energy is 0.018 hartree. Its structure (SMILES) is CCn1c(COc2ccc(Cl)cc2)nnc1SCc1nc2ccccc2[nH]1.

Density functional theory data (the ωB97M-V functional and the def2-TZVPD basis) for one molecule with the formula C19H18F4N2O5 in a non-equilibrium geometry.

Last column: natural (NBO) charge in e.
Element x y z (Å)
C (-3.645, 6.607, 2.315)  -0.617
C (-3.123, 5.251, 1.865)  -0.062
O (-3.443, 5.101, 0.496)  -0.501
C (-3.083, 3.957, -0.144)  0.289
C (-3.438, 3.876, -1.493)  -0.237
C (-3.122, 2.762, -2.235)  -0.222
C (-2.441, 1.692, -1.654)  0.244
C (-2.085, 1.768, -0.317)  -0.236
C (-2.405, 2.892, 0.433)  -0.297
H (-2.111, 2.914, 1.470)  0.219
H (-1.551, 0.966, 0.168)  0.212
O (-2.184, 0.631, -2.490)  -0.484
C (-1.512, -0.486, -1.981)  -0.108
C (-0.069, -0.221, -1.678)  0.299
C (0.715, 0.881, -1.915)  -0.323
C (1.993, 0.557, -1.431)  -0.192
C (1.904, -0.726, -0.934)  0.119
C (2.958, -1.513, -0.329)  0.643
O (4.085, -1.079, -0.127)  -0.640
N (2.672, -2.807, 0.028)  -0.287
N (1.540, -3.479, -0.238)  -0.159
C (1.664, -4.693, 0.127)  0.155
C (0.563, -5.683, -0.059)  0.540
F (0.242, -6.272, 1.118)  -0.334
F (0.958, -6.687, -0.881)  -0.335
H (-0.342, -5.222, -0.480)  0.151
C (3.000, -5.028, 0.728)  -0.488
H (2.905, -5.410, 1.745)  0.258
H (3.542, -5.761, 0.126)  0.264
C (3.708, -3.665, 0.666)  0.335
O (4.860, -3.725, -0.088)  -0.696
H (5.191, -2.820, -0.225)  0.507
C (3.987, -3.086, 2.075)  0.538
F (4.682, -3.975, 2.816)  -0.335
F (2.819, -2.875, 2.727)  -0.343
H (4.548, -2.141, 2.040)  0.158
O (0.641, -1.190, -1.089)  -0.369
H (2.873, 1.166, -1.437)  0.244
H (0.405, 1.798, -2.372)  0.245
H (-1.581, -1.244, -2.771)  0.220
H (-2.009, -0.888, -1.085)  0.195
H (-3.394, 2.693, -3.276)  0.225
H (-3.964, 4.706, -1.936)  0.226
H (-2.035, 5.198, 2.007)  0.170
H (-3.594, 4.450, 2.453)  0.170
H (-3.420, 6.761, 3.366)  0.213
H (-3.181, 7.395, 1.729)  0.214
H (-4.721, 6.656, 2.168)  0.214

The HOMO energy comes out at -8.19 eV. Its energy is -44081.511 eV. As for the energy relative to the best compared isomer or geometry (same formula, charge and spin): 0.000 eV. The value obtained for the LUMO energy is 0.001 hartree. Its structure (SMILES) is CCOc1ccc(OCc2ccc(C(=O)N3N=C(C(F)F)C[C@]3(O)C(F)F)o2)cc1.